1.
DFT (ωB97M-V with the def2-TZVPD basis set) results for C3H9F2N2O2PS in the gas phase at a distorted geometry.

Its SMILES is CC[C@H](F)N([PH2]=N)S(=O)(=O)F. Its frontier orbital gap is 9.828 eV. The value obtained for the HOMO energy is -9.274 eV.

```
! RIJCOSX wB97M-V def2-TZVPD def2/J DEFGRID3
* xyz 0 1
C 2.088 -0.209 0.327
C 1.271 -1.071 -0.644
C 0.011 -0.433 -1.229
F 0.385 0.618 -2.012
N -1.078 -0.026 -0.289
P -0.944 1.618 0.341
N -1.461 2.621 -0.742
S -1.372 -1.169 0.863
O -1.483 -2.408 0.223
O -0.526 -1.089 1.985
F -2.796 -0.766 1.321
H 2.898 -0.809 0.744
H 1.524 0.176 1.173
H 2.556 0.628 -0.194
H 1.920 -1.265 -1.501
H 1.088 -2.048 -0.198
H -0.433 -1.178 -1.892
H -1.748 1.749 1.495
H 0.384 1.949 0.635
H -2.262 3.137 -0.396
*
```

Löwdin population analysis, charges in e, atoms 1 to 4: -0.107 -0.184 -0.404 0.028

***

2.
DFT (ωB97M-V with the def2-TZVPD basis set) results for a molecular structure, C11H4AgBrF5N.

Its frontier orbital gap is 8.427 eV. The value obtained for the HOMO energy is -8.763 eV.

```
! RIJCOSX wB97M-V def2-TZVPD def2/J DEFGRID3
* xyz 0 1
Ag -1.581 0.002 -0.978
F -1.965 2.367 1.247
C -1.917 1.163 1.869
C -1.873 0.005 1.137
C -1.819 -1.157 1.863
F -1.766 -2.357 1.232
C -1.806 -1.194 3.244
F -1.752 -2.352 3.915
C -1.852 -0.003 3.942
F -1.845 -0.007 5.279
C -1.908 1.191 3.251
F -1.952 2.344 3.931
Br 4.800 -0.013 -3.737
C 3.034 -0.004 -3.095
C 1.979 -0.165 -3.975
C 0.698 -0.150 -3.455
N 0.440 0.009 -2.153
C 1.473 0.160 -1.320
C 2.791 0.161 -1.745
H 2.145 -0.298 -5.034
H -0.154 -0.272 -4.110
H 1.232 0.283 -0.271
H 3.598 0.287 -1.038
*
```

Löwdin population analysis, charges in e, atoms 1 to 4: 0.730 0.033 -0.290 -0.130

***

3.
DFT (ωB97M-V with the def2-TZVPD basis set) results for a molecular structure, BrClHIN2 at a distorted geometry.

Its energy relative to the best compared isomer or geometry (same formula, charge and spin) is 27.97 kcal/mol. Its frontier orbital gap (alpha / beta) is 7.668 / 7.675 eV. The value obtained for the HOMO energy (alpha / beta) is -9.427 / -9.429 eV.

```
! RIJCOSX wB97M-V def2-TZVPD def2/J DEFGRID3
* xyz 0 1
N -0.625 -0.406 -0.299
N 0.636 -0.069 -0.396
Cl -1.690 0.738 -1.085
Br 0.857 1.881 0.821
I 1.852 -1.509 0.350
H -1.030 -0.635 0.610
*
```

Löwdin population analysis, charges in e, atoms 1 to 4: -0.666 -0.867 0.574 0.106

***

4.
DFT (ωB97M-V with the def2-TZVPD basis set) results for a molecular structure, C7H13BrNO6V at a distorted geometry.

Its energy relative to the best compared isomer or geometry (same formula, charge and spin) is 0.00 kcal/mol. Its frontier orbital gap (alpha / beta) is 8.038 / 8.197 eV. The value obtained for the HOMO energy (alpha / beta) is -5.156 / -5.314 eV.

```
! RIJCOSX wB97M-V def2-TZVPD def2/J DEFGRID3
* xyz -1 2
O 0.486 1.940 -0.187
V 1.486 1.020 -1.000
C 1.903 -2.960 -0.422
C 1.901 -1.482 -0.645
O 1.292 -0.740 0.178
O 2.451 -0.967 -1.649
H 2.292 -3.470 -1.295
H 0.874 -3.256 -0.204
H 2.496 -3.221 0.455
C 0.096 1.990 -4.728
C 0.642 1.690 -3.358
O 0.077 0.837 -2.610
O 1.693 2.271 -2.958
H 0.158 3.064 -4.896
H -0.926 1.642 -4.846
H 0.732 1.497 -5.464
Br 3.775 2.043 -0.108
C -1.639 -0.063 1.301
O -2.167 0.747 0.591
N -1.762 -0.134 2.663
C -1.056 -1.138 3.434
C -2.646 0.737 3.359
H -0.947 -0.834 0.927
H -0.509 -0.658 4.246
H -0.319 -1.622 2.791
H -1.740 -1.903 3.811
H -3.561 0.230 3.691
H -2.155 1.190 4.227
H -2.928 1.554 2.695
*
```

Löwdin population analysis, charges in e, atoms 1 to 4: -0.329 0.745 0.003 -0.704

***

5.
DFT (ωB97M-V with the def2-TZVPD basis set) results for 8 unconnected molecules or ions with the total composition C17H34Cl14FN2O7P2 at a distorted geometry.

Its frontier orbital gap is 6.990 eV. The value obtained for the HOMO energy is -10.367 eV.

```
! RIJCOSX wB97M-V def2-TZVPD def2/J DEFGRID3
* xyz 1 1
C -3.723 4.021 0.180
C -2.967 3.557 -1.049
C -2.625 1.943 -1.099
C -1.381 1.520 -0.064
F -0.575 2.756 0.164
O -2.029 1.196 1.214
C -1.994 -0.257 1.501
C -0.404 -0.668 1.588
C -0.086 -2.023 2.452
P -0.174 -1.758 4.373
O -0.291 -3.150 5.173
O 1.310 -0.883 4.801
O -1.527 -0.790 4.884
N 0.131 -0.661 0.174
P 0.286 -2.332 -0.529
N 2.030 -2.795 -0.305
O 0.082 -2.312 -2.258
C -0.563 0.293 -0.773
C 0.650 0.913 -1.745
C 0.108 1.478 -3.184
O 0.038 0.634 -4.218
O -0.254 2.932 -3.270
H -4.888 3.849 0.272
H -3.143 4.553 1.048
H -2.674 4.262 -1.936
H -3.591 1.402 -0.650
H -2.492 1.508 -2.177
H -2.614 -0.898 0.716
H -2.580 -0.391 2.531
H 0.134 0.239 2.148
H -0.810 -2.938 2.196
H 1.010 -2.456 2.265
H 1.475 -0.318 3.967
H -1.281 0.166 4.713
H 1.138 -0.323 0.243
H 2.599 -1.933 -0.067
H 2.398 -3.060 -1.268
H -0.198 -3.207 -2.625
H -1.363 -0.306 -1.426
H 1.369 -0.007 -1.995
H 1.319 1.699 -1.195
H -1.129 2.972 -3.797
C 1.048 2.608 -6.402
Cl 0.248 3.803 -7.430
Cl 2.803 2.815 -6.433
H 0.694 2.728 -5.375
H 0.802 1.606 -6.763
C 1.758 2.783 3.143
Cl 2.490 1.470 2.213
Cl 0.462 2.180 4.184
H 2.525 3.250 3.765
H 1.344 3.521 2.452
C 0.080 1.850 -10.978
Cl 0.714 0.665 -9.829
Cl -1.260 1.176 -11.913
H -0.274 2.725 -10.428
H 0.879 2.144 -11.664
C -2.975 -2.771 7.024
Cl -4.070 -4.112 6.665
Cl -3.674 -1.686 8.232
H -2.034 -3.172 7.407
H -2.790 -2.208 6.106
C 4.103 0.081 -3.747
Cl 3.009 -1.260 -4.106
Cl 3.404 1.166 -2.538
H 5.044 -0.320 -3.363
H 4.289 0.644 -4.665
C 6.436 1.890 3.157
Cl 5.594 0.374 2.812
Cl 5.827 3.201 2.139
H 6.281 2.152 4.206
H 7.503 1.756 2.964
C -4.144 -7.759 5.623
Cl -3.510 -8.943 6.772
Cl -5.484 -8.433 4.689
H -4.498 -6.884 6.173
H -3.345 -7.465 4.938
*
```

Löwdin population analysis, charges in e, atoms 1 to 4: -0.004 -0.124 -0.098 -0.290

***

6.
DFT (ωB97M-V with the def2-TZVPD basis set) results for 7 unconnected molecules or ions with the total composition C5H24N2O7 at a distorted geometry.

Its energy relative to the best compared isomer or geometry (same formula, charge and spin) is 63.80 kcal/mol. Its SMILES is CN(CC=O)CCN.O.O.O.O.O.O. Its frontier orbital gap is 9.550 eV. The value obtained for the HOMO energy is -9.023 eV.

```
! RIJCOSX wB97M-V def2-TZVPD def2/J DEFGRID3
* xyz 0 1
C -0.103 -3.086 0.680
N 0.180 -1.647 0.537
C 0.095 -1.116 1.941
C 0.886 0.153 2.117
O 1.526 0.703 1.252
C -0.631 -0.811 -0.381
C 0.181 0.277 -1.135
N -0.329 0.500 -2.459
H 0.568 -3.528 1.422
H -1.133 -3.325 0.865
H 0.278 -3.553 -0.269
H 0.488 -1.750 2.748
H -0.937 -0.912 2.281
H 0.920 0.633 3.101
H -1.058 -1.505 -1.141
H -1.610 -0.482 0.126
H 0.065 1.094 -0.407
H 1.263 -0.036 -1.018
H -0.584 -0.277 -3.042
H 0.297 1.083 -2.989
O -1.677 1.217 2.744
H -2.486 0.712 2.601
H -1.803 1.915 2.079
O 1.667 3.701 0.587
H 0.805 3.751 1.012
H 1.674 2.795 0.260
O 3.140 -1.745 -0.403
H 3.979 -1.565 0.039
H 2.616 -1.080 0.073
O 1.302 -2.427 -2.435
H 2.082 -2.974 -2.548
H 1.580 -1.675 -1.902
O -1.993 2.891 0.562
H -1.935 3.803 0.256
H -2.188 2.427 -0.274
O -2.450 2.311 -2.059
H -3.036 1.611 -2.384
H -1.637 1.920 -2.437
*
```

Löwdin population analysis, charges in e, atoms 1 to 4: -0.090 -0.193 -0.161 -0.221

***

7.
DFT (ωB97M-V with the def2-TZVPD basis set) results for 11 unconnected molecules or ions with the total composition C47H76F24O19S8 at a distorted geometry.

Its SMILES is FC(F)C(F)(F)COC(F)(F)C(F)F.FC(F)C(F)(F)COC(F)(F)C(F)F.FC(F)C(F)(F)COC(F)(F)C(F)F.O=S1(=O)CCCC1.O=S1(=O)CCCC1.O=S1(=O)CCCC1.O=S1(=O)CCCC1.O=S1(=O)CCCC1.O=S1(=O)CCCC1.O=S1(=O)CCCC1.O=S1(=O)CCCC1. Its frontier orbital gap is 9.991 eV. The value obtained for the HOMO energy is -10.136 eV.

```
! RIJCOSX wB97M-V def2-TZVPD def2/J DEFGRID3
* xyz 0 1
F 3.333 -9.018 -6.563
C 3.013 -7.701 -6.733
F 3.843 -7.254 -7.642
C 1.507 -7.413 -7.153
F 1.541 -6.200 -7.640
F 0.590 -7.356 -6.142
C 1.097 -8.421 -8.191
O -0.158 -8.293 -8.883
C -0.196 -9.039 -10.180
F 0.870 -8.852 -10.962
F -0.207 -10.286 -9.702
C -1.539 -8.727 -10.933
F -1.483 -7.470 -11.380
F -1.638 -9.481 -12.011
H 3.277 -7.157 -5.827
H 1.095 -9.392 -7.696
H 1.912 -8.562 -8.901
H -2.427 -8.812 -10.306
F 0.964 5.445 -3.335
C 0.107 6.342 -3.894
F -0.995 6.095 -3.257
C 0.544 7.821 -3.808
F -0.334 8.545 -4.459
F 1.710 7.976 -4.441
C 0.721 8.370 -2.364
O 1.064 9.772 -2.380
C 1.742 10.163 -1.215
F 1.209 9.660 -0.124
F 3.027 9.648 -1.367
C 1.735 11.682 -1.178
F 0.483 12.176 -1.195
F 2.396 12.287 -0.198
H -0.062 6.087 -4.941
H 1.460 7.726 -1.889
H -0.189 8.348 -1.764
H 2.169 11.993 -2.128
F 2.128 3.144 2.221
C 2.092 1.880 1.680
F 2.646 1.965 0.450
C 2.737 0.742 2.546
F 2.108 0.641 3.729
F 4.010 0.907 2.856
C 2.755 -0.622 1.706
O 1.415 -0.999 1.344
C 1.178 -1.624 0.100
F 1.873 -1.178 -0.924
F 1.378 -2.893 0.351
C -0.323 -1.306 -0.185
F -0.565 0.048 -0.312
F -0.811 -1.929 -1.285
H 1.026 1.663 1.613
H 3.175 -1.437 2.294
H 3.357 -0.472 0.809
H -0.920 -1.578 0.685
O -6.461 -8.119 -0.624
S -7.408 -6.957 -0.602
O -7.159 -5.784 0.247
C -7.719 -6.415 -2.359
C -9.272 -6.224 -2.525
C -9.939 -6.567 -1.247
C -9.067 -7.531 -0.425
H -7.356 -7.272 -2.926
H -7.058 -5.609 -2.680
H -9.254 -5.146 -2.686
H -9.800 -6.627 -3.389
H -11.022 -6.679 -1.297
H -9.891 -5.647 -0.664
H -9.119 -8.536 -0.843
H -9.264 -7.673 0.638
O 9.923 6.460 -3.207
S 8.747 6.121 -2.378
O 7.437 6.425 -2.884
C 8.748 4.304 -1.835
C 9.193 4.335 -0.318
C 8.644 5.661 0.364
C 9.004 6.748 -0.576
H 9.426 3.878 -2.575
H 7.755 3.896 -2.022
H 8.844 3.425 0.168
H 10.282 4.332 -0.261
H 9.145 5.831 1.317
H 7.568 5.649 0.536
H 10.084 6.897 -0.550
H 8.582 7.750 -0.506
O -4.419 2.046 6.936
S -2.978 2.102 6.728
O -2.357 1.752 5.464
C -2.428 3.811 7.070
C -1.384 3.669 8.184
C -1.636 2.484 9.086
C -2.003 1.349 8.127
H -3.146 4.447 7.587
H -2.180 4.378 6.172
H -0.371 3.560 7.795
H -1.433 4.598 8.752
H -2.466 2.642 9.774
H -0.714 2.323 9.644
H -2.365 0.409 8.544
H -1.028 1.037 7.752
O -5.348 0.585 -11.149
S -4.092 -0.160 -11.061
O -2.881 0.295 -11.751
C -3.650 -0.355 -9.269
C -4.412 -1.594 -8.899
C -4.108 -2.655 -9.964
C -4.378 -1.984 -11.320
H -3.953 0.542 -8.727
H -2.569 -0.475 -9.330
H -4.136 -2.004 -7.928
H -5.492 -1.544 -8.759
H -4.846 -3.450 -9.864
H -3.086 -3.024 -9.875
H -5.380 -2.178 -11.701
H -3.691 -2.315 -12.099
O -1.768 -9.318 7.439
S -1.354 -8.552 6.245
O -1.540 -9.171 4.928
C -2.124 -6.856 6.338
C -1.108 -5.884 5.719
C 0.260 -6.391 6.212
C 0.324 -7.981 6.318
H -2.109 -6.561 7.387
H -3.095 -6.832 5.842
H -1.156 -5.926 4.631
H -1.445 -4.894 6.026
H 0.501 -5.962 7.184
H 0.954 -5.908 5.523
H 0.731 -8.233 7.297
H 0.889 -8.501 5.544
O -10.272 1.849 2.326
S -9.971 2.326 0.939
O -10.324 3.663 0.511
C -8.206 2.162 0.514
C -8.321 1.965 -1.001
C -9.328 0.760 -1.101
C -10.571 1.118 -0.341
H -7.866 1.246 0.998
H -7.635 2.999 0.915
H -8.725 2.894 -1.405
H -7.351 1.791 -1.466
H -8.903 -0.175 -0.736
H -9.386 0.618 -2.180
H -10.815 0.175 0.148
H -11.504 1.371 -0.844
O 10.057 -6.343 4.552
S 10.063 -6.275 3.104
O 11.033 -5.480 2.319
C 10.108 -7.909 2.380
C 8.718 -8.302 1.887
C 8.104 -6.976 1.350
C 8.436 -5.870 2.401
H 10.633 -8.582 3.058
H 10.724 -7.739 1.497
H 8.799 -9.043 1.091
H 8.047 -8.719 2.638
H 7.048 -7.148 1.142
H 8.542 -6.916 0.353
H 7.638 -5.794 3.139
H 8.584 -4.864 2.007
O 4.046 14.362 8.346
S 4.034 12.988 8.874
O 5.031 12.486 9.849
C 2.254 12.619 9.627
C 1.569 11.552 8.709
C 2.670 10.720 8.072
C 3.682 11.802 7.469
H 1.763 13.592 9.609
H 2.448 12.306 10.653
H 0.926 10.930 9.332
H 0.937 11.996 7.939
H 2.289 9.971 7.378
H 3.098 10.204 8.931
H 3.299 12.458 6.687
H 4.528 11.309 6.989
*
```

Löwdin population analysis, charges in e, atoms 1 to 4: 0.076 -0.315 0.124 -0.466

***

8.
DFT (ωB97M-V with the def2-TZVPD basis set) results for 5 unconnected molecules or ions with the total composition C34H61NO11S at a distorted geometry.

Its SMILES is NC[C@H](O)CC1=CC(=O)c2c(CCCS(=O)(=O)O)ccc(CC=O)c2C1=O.CCOCC.CCOCC.CCOCC.CCOCC. Its frontier orbital gap is 8.156 eV. The value obtained for the HOMO energy is -9.371 eV.

```
! RIJCOSX wB97M-V def2-TZVPD def2/J DEFGRID3
* xyz 0 1
N 0.541 4.575 -1.788
C 1.844 4.369 -2.420
C 2.627 3.168 -1.795
O 3.464 3.552 -0.706
C 3.411 2.337 -2.859
C 2.587 1.072 -3.131
C 1.426 1.173 -3.769
C 0.624 -0.085 -3.974
O -0.076 -0.257 -4.950
C 0.742 -1.089 -2.834
C -0.343 -1.854 -2.454
C -1.711 -1.784 -3.094
C -2.499 -0.579 -2.481
C -3.521 -1.141 -1.464
S -4.465 0.107 -0.595
O -4.840 -0.404 0.682
O -5.602 0.550 -1.345
O -3.510 1.372 -0.277
C -0.150 -2.712 -1.383
C 1.040 -2.812 -0.720
C 2.141 -2.051 -1.093
C 3.432 -2.156 -0.319
C 3.445 -1.201 0.899
O 4.457 -1.077 1.547
C 1.958 -1.197 -2.160
C 3.067 -0.284 -2.661
O 4.235 -0.597 -2.723
H -0.023 3.737 -1.875
H 0.636 4.798 -0.804
H 2.454 5.268 -2.290
H 1.677 4.154 -3.480
H 1.845 2.514 -1.374
H 2.874 3.634 0.049
H 4.358 1.997 -2.429
H 3.526 2.922 -3.772
H 1.051 2.124 -4.138
H -2.267 -2.718 -2.957
H -1.670 -1.620 -4.171
H -1.816 0.133 -2.004
H -3.071 -0.031 -3.239
H -2.982 -1.727 -0.713
H -4.224 -1.783 -2.001
H -3.442 1.852 -1.120
H -0.968 -3.326 -1.009
H 1.157 -3.473 0.136
H 3.612 -3.170 0.058
H 4.310 -1.890 -0.911
H 2.517 -0.622 1.113
C -2.782 3.027 4.724
C -1.874 2.043 4.009
O -1.799 0.774 4.635
C -3.020 0.059 4.752
C -3.681 -0.242 3.419
H -2.459 3.165 5.758
H -2.762 3.994 4.220
H -3.817 2.685 4.746
H -0.854 2.435 4.007
H -2.165 1.931 2.959
H -3.707 0.590 5.421
H -2.772 -0.881 5.248
H -3.958 0.666 2.885
H -4.589 -0.827 3.567
H -3.002 -0.804 2.778
C 8.036 -5.796 -1.086
C 7.201 -4.649 -1.629
O 6.640 -3.824 -0.623
C 7.555 -3.171 0.241
C 8.519 -2.242 -0.474
H 7.441 -6.417 -0.415
H 8.402 -6.416 -1.905
H 8.902 -5.441 -0.525
H 6.357 -5.055 -2.188
H 7.778 -4.043 -2.337
H 8.097 -3.908 0.845
H 6.948 -2.589 0.936
H 9.159 -2.778 -1.177
H 9.165 -1.740 0.247
H 7.971 -1.487 -1.041
C 3.857 -1.529 5.737
C 2.852 -1.168 4.658
O 1.575 -1.755 4.844
C 0.901 -1.411 6.043
C 0.632 0.075 6.195
H 3.976 -2.611 5.802
H 4.827 -1.083 5.512
H 3.546 -1.171 6.720
H 3.214 -1.537 3.698
H 2.758 -0.081 4.556
H 1.448 -1.802 6.909
H -0.052 -1.944 6.015
H 1.559 0.653 6.240
H 0.075 0.269 7.113
H 0.047 0.444 5.346
C -8.303 0.998 -3.157
C -7.489 2.271 -3.290
O -7.847 3.061 -4.415
C -9.183 3.526 -4.452
C -9.563 4.403 -3.271
H -8.212 0.389 -4.058
H -7.955 0.416 -2.304
H -9.364 1.206 -3.007
H -6.440 2.008 -3.427
H -7.539 2.871 -2.375
H -9.875 2.682 -4.550
H -9.273 4.107 -5.371
H -9.499 3.864 -2.325
H -10.587 4.762 -3.381
H -8.894 5.263 -3.204
*
```

Löwdin population analysis, charges in e, atoms 1 to 4: -0.002 -0.218 -0.365 -0.026

***

9.
DFT (ωB97M-V with the def2-TZVPD basis set) results for a molecular structure, C4H7ClN2S at a distorted geometry.

Its energy relative to the best compared isomer or geometry (same formula, charge and spin) is 126.46 kcal/mol. Its frontier orbital gap is 8.906 eV. The value obtained for the HOMO energy is -8.934 eV.

```
! RIJCOSX wB97M-V def2-TZVPD def2/J DEFGRID3
* xyz 0 1
C 2.674 -0.713 0.593
C 1.580 -0.021 -0.171
C -0.855 0.545 0.024
C -1.353 -0.584 -0.483
H 3.646 -0.866 -0.170
H 3.129 0.087 1.576
H 2.364 -1.908 1.024
H 0.554 -0.049 -1.937
H 1.683 2.255 1.805
H -1.528 1.489 -0.184
H -0.956 -1.597 0.043
N 1.609 -0.118 -1.509
N 0.472 0.338 0.673
S 0.540 1.145 2.169
Cl -2.610 -0.861 -1.811
*
```

Löwdin population analysis, charges in e, atoms 1 to 4: -0.140 -0.555 -0.290 -0.529